# 1
Entry from the OMol25 dataset: the molecule C5H8O2 (ωB97M-V/def2-TZVPD).

Calculated values
- spin multiplicity = 1
- gap between HOMO and LUMO (eV) = 10.31
- relative energy (zero: lowest compared OMol25 entry of this formula, charge and spin) (kcal per mole) = 95.73
- SMILES = C1CO[C@@H]2C[C@@H]2O1
- HOMO energy (Eh) = -0.340

The geometry in XYZ format:
```
15
C5H8O2, DFT ωB97M-V/def2-TZVPD
C 1.6514 -0.4146 -0.0477
C 1.0497 1.0708 -0.5861
O -0.2289 0.9831 -1.1478
C -1.3015 -0.1040 -0.5646
C -1.6764 0.1007 0.8819
C -0.8324 -1.0949 0.4383
O 0.7661 -1.1593 0.7439
H 1.9670 -0.9589 -0.9628
H 2.5179 -0.0320 0.5232
H 1.0978 1.7842 0.2657
H 1.8411 1.2857 -1.3293
H -1.9454 -0.2411 -1.4374
H -1.1148 0.9003 1.3642
H -2.7056 0.0271 1.2695
H -1.0863 -2.1473 0.5889
```

# 2
Entry from the OMol25 dataset: C4H6NO as an isolated structure (ωB97M-V/def2-TZVPD).

Calculated values
- total charge = +1
- spin multiplicity = 1
- gap between HOMO and LUMO (spin up / spin down) (eV) = 9.11 / 8.33
- relative energy (zero: lowest compared OMol25 entry of this formula, charge and spin) (kcal per mole) = 153.15
- HOMO energy (spin up / spin down) (Eh) = -0.562 / -0.564

The geometry in XYZ format:
```
12
C4H6NO, DFT ωB97M-V/def2-TZVPD
C -0.7180 1.1301 0.0872
C -0.6622 -0.8851 -0.1226
C -1.8014 0.0203 -0.0531
C 1.6122 -0.0819 -0.1494
N 0.2308 -0.0514 -0.0406
O -2.9532 -0.0008 -0.2154
H -0.5740 1.9160 -0.6811
H -0.5358 1.4022 1.1010
H -0.6775 -3.0284 0.7648
H 2.0371 0.4986 -0.9970
H 1.9881 0.1662 0.8563
H 2.0540 -1.0857 -0.5501
```

# 3
Entry from the OMol25 dataset: a 2-piece molecular cluster, C3H6ClOP overall (ωB97M-V/def2-TZVPD).

Calculated values
- spin multiplicity = 1
- gap between HOMO and LUMO (spin up / spin down) (eV) = 8.37 / 5.68
- relative energy (zero: lowest compared OMol25 entry of this formula, charge and spin) (kcal per mole) = 148.85
- HOMO energy (spin up / spin down) (Eh) = -0.334 / -0.291

The geometry in XYZ format:
```
12
C3H6ClOP, DFT ωB97M-V/def2-TZVPD
C -0.6530 0.7223 0.1373
C 0.7866 0.8036 0.1024
C -1.1080 -0.7202 0.0485
O -4.4536 0.6198 0.7404
P -1.6663 1.9502 -0.2200
Cl -4.9157 -0.6516 -0.1767
H 1.2219 1.7941 -0.2841
H 1.0079 0.7773 1.1308
H 1.1632 -0.0855 -0.5092
H -0.4845 -1.2556 0.6160
H -1.1001 -1.0685 -1.0675
H -2.0945 -0.8073 0.4091
```

# 4
Entry from the OMol25 dataset: a 3-piece molecular cluster, C27H62B2ClN2O14P2 overall (ωB97M-V/def2-TZVPD).

Calculated values
- total charge = +1
- spin multiplicity = 1
- gap between HOMO and LUMO (eV) = 6.90
- HOMO energy (Eh) = -0.395

The geometry in XYZ format:
```
110
C27H62B2ClN2O14P2, DFT ωB97M-V/def2-TZVPD
C 3.6227 -0.8318 -1.1493
B 2.4553 -1.8692 -1.5603
O 2.8573 -2.9900 -2.4059
C 0.8491 -1.7445 -1.1461
Cl 0.3171 -3.5377 -1.2003
C 0.5761 -1.3362 0.3748
C 1.7261 -1.8442 1.4160
C 0.9684 -2.0086 2.8542
C 0.8287 -0.6303 3.6594
O 1.1943 -0.7116 5.0591
C 0.9210 0.5279 5.7396
C 0.4587 1.8707 4.9893
O 1.0211 0.6056 6.9949
O 0.2545 0.0450 0.6407
C 0.6967 0.9584 -0.3765
C 0.0391 0.5704 -1.8265
B 0.8454 1.5760 -2.8701
O 1.0147 1.3114 -4.2804
N 1.3863 2.8674 -2.3342
C 2.8724 2.9528 -2.4194
C 0.7109 4.0588 -2.9330
N 0.1418 -0.8797 -2.1892
C -1.1049 -1.5071 -2.7716
C -1.9807 -0.5771 -3.7363
C -3.3195 0.0314 -3.0909
O -3.3824 0.0421 -1.6487
H 3.8343 -0.1669 -2.0592
H 4.5844 -1.4600 -1.0002
H 3.4692 -0.2654 -0.1752
H 3.3823 -2.5696 -3.1316
H -0.3595 -1.9359 0.7016
H 2.5377 -1.0659 1.5944
H 2.1108 -2.8922 1.1702
H -0.0659 -2.4817 2.7521
H 1.6082 -2.7478 3.4662
H 1.4195 0.1779 3.1043
H -0.2815 -0.3146 3.5707
H 1.2680 2.1278 4.2019
H -0.4915 1.6602 4.3646
H 0.3266 2.7610 5.6822
H 1.8194 1.1438 -0.4283
H 0.2258 1.9817 -0.1218
H -1.0146 0.9963 -1.7616
H 1.9443 1.0930 -4.5078
H 3.4138 1.9946 -2.1209
H 3.2709 3.3157 -3.4282
H 3.1966 3.7513 -1.6455
H -0.4272 3.8599 -2.8730
H 0.9409 4.2054 -4.0463
H 0.8946 4.9887 -2.2929
H 0.8174 -0.8997 -2.9893
H -1.8258 -1.9285 -1.9843
H -0.7164 -2.3397 -3.4747
H -1.4203 0.2812 -4.2361
H -2.3428 -1.2420 -4.6127
H -4.2103 -0.6113 -3.4525
H -3.5656 1.0985 -3.4650
H -3.1030 0.9166 -1.2813
O 0.8687 -4.9771 11.6073
P 0.8451 -4.7487 10.0899
O 0.8674 -3.0967 10.1719
C 2.0522 -2.4608 10.6309
C 3.2351 -2.7391 9.7236
O -0.7886 -5.0118 9.9602
C -1.3659 -6.1160 10.6550
C -2.1692 -5.6121 11.8389
O 0.9024 -4.6247 8.3830
C -0.1108 -4.0316 7.5740
C -0.0237 -2.5171 7.4929
H 2.2665 -2.7687 11.6577
H 1.8503 -1.3860 10.6467
H 3.5142 -3.7976 9.7605
H 4.1007 -2.1462 10.0275
H 2.9960 -2.5057 8.6841
H -0.5987 -6.8278 10.9713
H -2.0250 -6.6418 9.9564
H -1.5913 -4.9177 12.4515
H -2.4998 -6.4406 12.4697
H -3.0502 -5.0637 11.4953
H -1.1147 -4.3499 7.8546
H 0.0549 -4.4278 6.5672
H -0.4295 -2.0481 8.3904
H -0.6104 -2.1483 6.6470
H 1.0089 -2.1838 7.3767
O -2.0012 3.3761 -6.3857
P -1.4459 3.9724 -7.6881
O -2.8519 3.8343 -8.5464
C -3.9457 4.6683 -8.1865
C -3.6210 6.1391 -8.3623
O -0.6875 2.5662 -8.1413
C 0.0494 1.8402 -7.1634
C -0.7093 0.5815 -6.7870
O -0.7330 4.7280 -9.0469
C -0.5276 4.1048 -10.3158
C -1.7573 4.1037 -11.2070
H -4.2537 4.4563 -7.1593
H -4.7796 4.3985 -8.8406
H -2.8484 6.4553 -7.6529
H -4.5097 6.7516 -8.1958
H -3.2382 6.3397 -9.3647
H 0.2548 2.4576 -6.2856
H 1.0166 1.5728 -7.6027
H -1.7496 0.7973 -6.5342
H -0.2419 0.0815 -5.9370
H -0.7334 -0.1146 -7.6295
H -0.1080 3.1028 -10.2302
H 0.2402 4.7061 -10.8111
H -2.4618 3.3250 -10.9103
H -1.4731 3.8998 -12.2426
H -2.2785 5.0625 -11.1667
```

# 5
Entry from the OMol25 dataset: an isolated ion of composition C8H14O2P and charge -1 (ωB97M-V/def2-TZVPD).

Calculated values
- total charge = -1
- spin multiplicity = 1
- gap between HOMO and LUMO (eV) = 6.90
- relative energy (zero: lowest compared OMol25 entry of this formula, charge and spin) (kcal per mole) = 44.61
- SMILES = [O-][P@@]1(O)=C2CCCC[C@@H]1CC2
- HOMO energy (Eh) = -0.115

The geometry in XYZ format:
```
25
C8H14O2P, DFT ωB97M-V/def2-TZVPD
O -2.1736 -1.7736 -0.5945
P -1.5782 -0.4594 -0.1098
O -3.1279 0.5911 0.2587
C -0.8243 -0.1874 1.4070
C 0.4427 -1.1675 1.5463
C 1.1159 -1.6717 0.3150
C 1.5138 -0.5759 -0.6996
C 0.5416 -0.0966 -1.7198
C -0.6465 0.6925 -1.3027
C -0.1658 1.8377 -0.3688
C -0.2779 1.2922 1.0921
H -3.0491 0.6559 1.2266
H 1.1822 -0.7234 2.2049
H 0.1443 -2.0535 2.1140
H 1.9820 -2.3598 0.4966
H 0.3608 -2.2526 -0.1313
H 1.8363 0.1934 -0.0534
H 2.5044 -0.9668 -1.1388
H 1.1507 0.6880 -2.2013
H 0.2775 -0.9142 -2.4256
H -1.1429 1.0814 -2.1463
H -0.6459 2.8396 -0.4215
H 0.9225 1.9900 -0.7374
H -1.0340 1.9284 1.7017
H 0.6913 1.4122 1.6878
```

# 6
Entry from the OMol25 dataset: C4H6N4 as an isolated structure (ωB97M-V/def2-TZVPD).

Calculated values
- spin multiplicity = 1
- gap between HOMO and LUMO (eV) = 9.82
- relative energy (zero: lowest compared OMol25 entry of this formula, charge and spin) (kcal per mole) = 83.60
- HOMO energy (Eh) = -0.355

The geometry in XYZ format:
```
14
C4H6N4, DFT ωB97M-V/def2-TZVPD
C -1.0751 -0.9232 -1.1919
C -0.1002 0.0957 -0.6447
C 1.4542 1.2109 0.0272
C 0.0400 0.2551 1.7597
H -1.2859 -0.8362 -2.2148
H -0.6972 -1.9836 -1.2224
H -2.1434 -0.9148 -0.8464
H 2.2707 1.6319 0.7321
H 0.5674 0.8123 2.6056
H -0.9045 -1.3927 1.1803
N 0.4738 0.8584 -1.6051
N 1.4002 1.6484 -1.1346
N 0.5027 0.3881 0.4795
N -0.5027 -0.8502 2.0756
```